[1]
A single C14H13N3O3S molecule, computed with ωB97M-V/def2-TZVPD.

Structure (SMILES) ... CC(=O)Nc1ccc(C(=O)NNC(=O)c2cccs2)cc1
Lowest unoccupied orbital energy ... 0.27 eV
Total charge ... 0
HOMO ... -8.72 eV
Energy above the lowest of the compared OMol25 structures with the same formula, charge and spin ... 0.000 eV
Gap between HOMO and LUMO ... 8.992 eV
Spin multiplicity ... 1
F_max ... 0.94 eV/Å

XYZ file:
```
34
Properties=species:S:1:pos:R:3:forces:R:3
C 4.40408 2.93696 2.01991 0.1121 -0.0466 -0.2223
C 3.53453 1.86671 1.39538 0.1776 0.3554 0.2605
O 3.72631 1.41020 0.29390 0.0470 -0.1208 -0.2315
N 2.50915 1.48872 2.22097 -0.1730 0.0792 0.4291
C 1.51495 0.53578 2.00171 -0.2243 -0.2630 -0.1630
C 1.52530 -0.32688 0.90795 0.2181 0.0695 -0.1236
C 0.50499 -1.24397 0.74154 -0.1850 -0.0180 0.2788
C -0.54309 -1.31894 1.65594 0.1694 0.0838 0.0827
C -1.65228 -2.30736 1.52760 0.0803 0.0907 -0.1256
O -2.05894 -2.97615 2.45660 -0.0349 0.0084 0.1697
N -2.19997 -2.43596 0.29388 -0.5820 -0.4589 -0.5767
N -1.97953 -1.61870 -0.81107 0.1719 0.2257 0.0803
C -2.79573 -1.75055 -1.89606 0.3858 -0.1414 0.7246
O -3.65234 -2.61526 -1.94453 -0.1613 -0.1062 -0.0205
C -2.52574 -0.80762 -2.97975 -0.1649 0.3015 -0.6953
C -1.55331 0.14884 -3.12988 -0.3025 -0.3962 0.1929
C -1.65408 0.83310 -4.35348 -0.0674 0.1154 -0.2319
C -2.69599 0.39127 -5.11188 -0.1773 -0.2718 0.1791
S -3.57258 -0.86906 -4.35649 0.4692 0.2593 0.2582
C -0.52854 -0.48210 2.76867 -0.0155 -0.0807 -0.1300
C 0.48311 0.43870 2.93686 0.0653 -0.0124 -0.0760
H 5.20235 3.19399 1.33009 -0.0209 -0.0175 -0.0070
H 4.83755 2.57375 2.94945 0.0263 0.0097 0.0955
H 3.81433 3.82683 2.23092 -0.0331 0.0743 0.0553
H 2.43365 1.97717 3.10305 0.1034 -0.0469 -0.1969
H 2.33307 -0.27604 0.19758 0.0185 -0.0048 0.0020
H 0.55045 -1.93301 -0.08970 -0.0169 -0.0371 -0.0984
H -2.98271 -3.06901 0.14490 0.1882 0.1435 0.1133
H -1.37486 -0.82566 -0.65733 -0.1998 -0.0878 -0.0690
H -0.78389 0.35669 -2.40711 0.1483 0.0065 0.1652
H -0.98273 1.61638 -4.65601 0.0943 0.1296 -0.0783
H -2.99718 0.73946 -6.07989 -0.0383 0.0939 -0.2087
H -1.32204 -0.56621 3.49504 -0.0632 -0.0163 0.0835
H 0.48171 1.08793 3.80124 -0.0154 0.0799 0.0842
```
Forces are in eV/Å.

---

[2]
A molecular structure, C14H13N3O6Os, computed with ωB97M-V/def2-TZVPD.

Lowest unoccupied orbital energy (alpha / beta) ... -4.71 / -4.47 eV
Total charge ... +1
HOMO (alpha / beta) ... -12.29 / -12.05 eV
Energy above the lowest of the compared OMol25 structures with the same formula, charge and spin ... 2.059 eV
Gap between HOMO and LUMO (alpha / beta) ... 7.582 / 7.583 eV
Spin multiplicity ... 2
F_max ... 4.97 eV/Å

XYZ file:
```
37
Properties=species:S:1:pos:R:3:forces:R:3
Os -0.57219 -0.00868 -0.29338 2.0012 0.0433 4.5527
O -3.69215 0.04492 2.50264 -0.0992 -0.0734 -0.4278
C -2.66107 -0.03761 1.89216 0.9764 0.2351 1.3504
O -2.47703 -0.20890 0.62481 0.0959 -0.1872 -2.5125
C -1.33235 0.04400 2.66574 -0.8532 -0.1312 -0.1410
C -1.21859 0.04460 4.04232 0.2859 0.1034 -0.0373
C 0.06118 0.04204 4.58785 -0.0700 -0.0283 -0.0288
C 1.17694 0.03162 3.75539 -0.0891 0.0268 0.0029
C 0.97324 0.04690 2.38981 0.5483 0.0034 -0.3111
N -0.25560 0.06188 1.89894 -0.2478 -0.2317 -2.3420
C 2.06211 -0.01016 1.31715 -0.4407 -0.0514 0.8063
O 3.18675 -0.33148 1.62768 0.0952 0.1053 -0.1409
O 1.62558 0.26582 0.13618 -0.8031 -0.0994 -1.7597
H -2.11298 0.04913 4.64788 -0.0419 -0.0363 -0.0387
H 0.18608 0.02800 5.66218 0.0285 0.0273 0.0023
H 2.18658 0.01409 4.13901 0.0213 -0.0339 -0.0255
C 0.48189 4.12379 -1.12171 -0.1370 -0.0590 0.0237
C 0.48646 2.70228 -1.58424 0.4992 0.2012 -0.1083
N 1.50953 2.30048 -2.32336 -0.1803 -0.1146 0.0462
O -0.45272 1.92800 -1.28650 -0.4694 -0.9787 0.5261
H 0.94101 4.78158 -1.85615 -0.0043 0.0319 0.0128
H 1.05585 4.18143 -0.19461 0.0072 -0.0196 0.0042
H -0.53675 4.43788 -0.91290 0.0021 0.0062 -0.0366
H 2.26468 2.91942 -2.56390 -0.0264 0.0708 0.0380
H 1.59047 1.33233 -2.58953 0.0151 -0.0379 0.0727
O 0.05708 -2.04346 -0.59838 -1.5600 0.8929 0.5136
N 1.25616 -2.37016 -1.06424 0.8442 0.2383 -0.1159
C 1.45248 -2.42090 -2.39422 -0.2024 0.1054 -0.1416
C 2.66437 -2.80795 -2.91279 0.1406 -0.0644 0.0843
C 3.69807 -3.14928 -2.04852 -0.1762 0.0805 0.1019
C 3.47208 -3.08701 -0.68187 0.1224 -0.0923 -0.2157
C 2.23867 -2.69713 -0.21057 -0.0481 -0.0604 0.1786
H 0.59647 -2.15864 -2.99799 -0.0429 -0.0044 0.0523
H 2.79590 -2.85434 -3.98353 -0.0688 0.0203 -0.0176
H 4.65593 -3.46213 -2.43779 0.0262 -0.0015 0.0145
H 4.24821 -3.34726 0.02182 -0.0427 0.0446 0.0742
H 2.00184 -2.65420 0.84113 -0.1061 0.0689 -0.0569
```
Forces are in eV/Å.

---

[3]
A molecular structure, C14H13N5O4Os, computed with ωB97M-V/def2-TZVPD.

Lowest unoccupied orbital energy (alpha / beta) ... -18.19 / -18.19 eV
Total charge ... +4
HOMO (alpha / beta) ... -22.49 / -22.49 eV
Gap between HOMO and LUMO (alpha / beta) ... 4.298 / 4.303 eV
Spin multiplicity ... 1
F_max ... 0.77 eV/Å

XYZ file:
```
37
Properties=species:S:1:pos:R:3:forces:R:3
Os 0.43524 -1.07178 -0.66666 -0.7403 -0.0899 0.2055
C -0.07956 -5.20214 -3.05738 0.0039 -0.0077 -0.0083
O 1.13400 -4.29716 -2.94536 -0.0028 -0.0353 -0.0161
C 1.16401 -3.23907 -2.29536 0.0811 0.1240 0.0402
O 0.14845 -2.74697 -1.61918 0.0529 -0.0057 -0.0320
N 2.30975 -2.53230 -2.27571 -0.0997 -0.0370 0.0103
N 2.32450 -1.32360 -1.51830 0.0317 0.0829 0.0442
H 0.22152 -5.90834 -3.82151 -0.0017 -0.0022 -0.0009
H -0.92126 -4.59072 -3.36367 -0.0013 0.0026 0.0002
H -0.20987 -5.67315 -2.08889 -0.0016 -0.0022 0.0032
H 3.15434 -2.82627 -2.76432 0.0016 0.0019 0.0012
H 2.58688 -0.55245 -2.14257 0.0074 -0.0133 -0.0126
H 3.06785 -1.39120 -0.81379 0.0121 -0.0147 -0.0116
O -3.27897 4.62309 1.44400 -0.0771 -0.1792 -0.0518
N -2.19252 4.40676 1.87839 0.3232 0.3743 0.1627
O -1.41463 5.13586 2.46284 -0.0599 -0.0224 -0.0149
C -1.53585 3.11157 1.69069 -0.1816 -0.0939 -0.1664
C -1.12602 2.42818 2.87423 -0.0253 -0.0766 0.0666
C -0.43664 1.22793 2.77374 -0.1529 -0.0378 -0.0091
C 0.05890 0.47813 3.88969 0.0214 -0.0157 0.0347
C 0.79327 -0.67035 3.64719 0.0253 -0.0221 -0.0083
C 1.01521 -1.08571 2.34272 0.0355 0.0338 0.0377
N 0.53371 -0.40426 1.25129 0.4439 0.1979 -0.1753
C -0.15862 0.72770 1.47909 -0.0337 -0.2238 0.0527
C -0.55804 1.42584 0.32000 -0.0508 -0.0460 -0.1676
N -0.19287 0.84744 -0.84301 0.5062 0.0134 0.0483
C -0.48907 1.51230 -2.00554 0.0224 0.0784 -0.0267
C -1.16268 2.71954 -2.01800 -0.0051 0.0057 -0.0279
C -1.56774 3.30688 -0.82505 -0.0192 0.0291 -0.0545
C -1.24901 2.65083 0.39790 -0.1441 -0.0588 0.0766
H -1.35046 2.87160 3.84113 0.0359 0.0567 -0.0075
H -0.12726 0.81402 4.90663 -0.0184 -0.0047 -0.0032
H 1.19812 -1.25955 4.46181 0.0029 0.0043 0.0014
H 1.57221 -1.99410 2.13975 0.0025 0.0038 -0.0130
H -0.18796 1.03470 -2.93128 0.0146 -0.0061 0.0064
H -1.37415 3.19489 -2.96879 0.0018 0.0014 0.0008
H -2.10478 4.25186 -0.83671 -0.0111 -0.0149 0.0149
```
Forces are in eV/Å.